Record 1
C34H46BrN9OPSbSe4Ti | ωB97M-V/def2-TZVPD

Highest occupied orbital energy (alpha / beta)   -0.041 / -0.070 hartree
Net charge   -2
ΔE to the lowest compared entry with this formula, charge and spin   0.7596 eV
2S+1   3
Electronic energy   -15502.23064 hartree

CARTESIAN COORDINATES (ANGSTROEM)
Ti -1.450 -0.064 -0.119
Se -5.823 -1.601 -2.422
Sb -4.695 0.540 -2.286
Se -3.703 0.730 0.103
Se -1.321 0.074 -2.484
Se -6.117 2.526 -2.502
Br 4.898 -4.087 -1.090
C 3.342 -4.883 -0.316
C 2.892 -4.455 0.921
C 1.741 -4.986 1.473
C 1.002 -6.005 0.812
C 1.510 -6.415 -0.448
C 2.646 -5.870 -1.007
N -0.054 -6.709 1.318
N -0.741 -6.198 2.348
C -1.003 -4.834 2.235
C -0.925 -3.992 3.326
C -1.046 -2.589 3.197
C -1.317 -2.027 1.978
O -1.355 -0.727 1.703
C -1.617 -2.876 0.886
N -2.025 -2.220 -0.239
C -2.406 -2.951 -1.262
C -2.354 -4.356 -1.233
C -1.848 -5.004 -0.139
C -1.447 -4.256 0.995
H 3.431 -3.684 1.459
H 1.424 -4.623 2.438
H 0.968 -7.192 -0.974
H 2.995 -6.206 -1.975
H -0.656 -4.430 4.280
H -0.864 -1.942 4.047
H -2.753 -2.415 -2.137
H -2.705 -4.900 -2.099
H -1.758 -6.082 -0.109
C 2.665 1.687 -1.343
N 2.740 0.270 -1.594
C 3.965 -0.210 -2.187
C 1.711 -0.555 -1.235
N 0.918 -0.276 -0.215
C 1.531 0.330 0.893
C 2.757 -0.099 1.399
C 3.273 0.413 2.578
C 2.536 1.350 3.292
C 1.316 1.781 2.797
C 0.820 1.329 1.572
N -0.440 1.699 1.069
C -0.940 2.844 1.499
N -2.231 2.932 1.897
C -3.064 4.081 1.623
C -2.720 1.994 2.899
N -0.216 4.007 1.527
C 0.987 4.163 0.745
C -0.386 4.969 2.593
N 1.578 -1.684 -1.965
C 0.828 -2.822 -1.463
C 1.658 -1.647 -3.417
H 3.283 1.989 -0.488
H 1.629 1.953 -1.151
H 2.995 2.226 -2.236
H 4.813 0.238 -1.658
H 4.050 0.055 -3.247
H 4.030 -1.292 -2.086
H 3.290 -0.878 0.865
H 4.220 0.050 2.954
H 2.894 1.722 4.244
H 0.718 2.468 3.384
H -3.351 4.603 2.544
H -3.966 3.730 1.112
H -2.545 4.774 0.966
H -2.229 1.031 2.774
H -3.790 1.849 2.761
H -2.535 2.395 3.906
H 0.910 3.541 -0.141
H 1.884 3.876 1.306
H 1.071 5.209 0.438
H -1.129 4.614 3.302
H -0.706 5.944 2.210
H 0.566 5.099 3.119
H 0.732 -2.764 -0.382
H 1.363 -3.740 -1.722
H -0.161 -2.831 -1.917
H 2.328 -2.432 -3.781
H 2.006 -0.677 -3.756
H 0.652 -1.792 -3.818
C -2.757 3.641 -3.135
P -1.552 3.827 -1.773
C -1.655 5.674 -1.574
C -0.016 3.795 -2.803
H -2.607 4.415 -3.894
H -3.783 3.681 -2.766
H -2.620 2.656 -3.586
H -1.345 6.205 -2.478
H -1.034 6.009 -0.739
H -2.689 5.951 -1.356
H -0.142 4.400 -3.705
H 0.179 2.759 -3.086
H 0.844 4.181 -2.250

Forces on the atoms, in the same order (eV/Å):
Ti 0.2 0.2 -0.7
Se 0.0 -0.1 0.0
Sb 0.1 0.0 0.2
Se -0.5 0.1 -0.1
Se -0.1 0.0 0.4
Se -0.2 -0.1 0.0
Br 0.0 0.0 0.0
C 0.0 -0.1 0.0
C 0.0 0.1 0.0
C 0.0 0.0 0.1
C 0.0 -0.3 -0.1
C 0.0 0.0 -0.1
C 0.1 0.0 0.1
N 0.4 -0.1 0.2
N 0.0 0.2 -0.3
C -0.2 0.1 0.3
C 0.0 0.1 -0.1
C 0.1 -0.2 0.2
C -0.1 0.3 -0.2
O 0.3 -0.1 0.4
C 0.3 0.3 0.5
N 0.4 -0.1 -0.1
C -0.2 0.1 0.0
C -0.1 0.1 0.0
C 0.0 0.1 0.1
C -0.3 -0.4 -0.5
H 0.0 0.0 0.0
H 0.0 0.0 0.0
H 0.0 0.0 0.0
H 0.0 0.0 0.0
H 0.0 0.0 0.0
H 0.0 0.0 0.0
H 0.0 0.0 0.0
H 0.0 0.0 0.0
H 0.0 0.0 0.0
C -0.1 0.1 -0.1
N 0.0 0.1 -0.2
C 0.1 -0.1 0.1
C -0.2 -0.3 0.0
N 0.2 0.0 0.2
C -0.1 0.0 0.1
C 0.0 -0.1 -0.1
C 0.0 0.1 0.1
C 0.1 0.0 -0.1
C 0.0 0.1 0.0
C -0.1 -0.2 0.1
N -0.1 -0.1 0.2
C -0.3 0.1 -0.5
N 0.4 0.2 0.3
C -0.1 0.0 0.0
C -0.1 -0.1 -0.2
N 0.1 -0.1 0.0
C -0.1 0.0 -0.1
C 0.0 0.0 0.0
N -0.1 0.3 0.0
C 0.1 0.0 0.0
C 0.1 -0.1 0.1
H 0.0 0.0 0.0
H 0.0 0.0 0.0
H 0.0 0.0 0.0
H 0.0 0.0 0.0
H 0.0 0.0 0.0
H 0.0 0.0 0.0
H 0.0 0.0 0.0
H 0.0 0.0 0.0
H 0.0 0.0 0.0
H 0.0 0.0 0.0
H 0.0 0.0 0.0
H 0.0 0.0 0.0
H 0.0 0.0 0.0
H 0.0 0.0 0.1
H 0.0 0.0 0.0
H 0.0 0.0 0.0
H 0.0 0.0 0.0
H 0.0 0.0 0.0
H 0.0 0.0 0.0
H 0.0 0.0 0.0
H 0.0 0.0 0.0
H 0.0 0.0 0.0
H 0.1 0.0 0.0
H -0.1 0.1 0.0
H 0.1 0.0 0.0
H 0.0 0.0 0.0
H 0.0 0.0 0.0
H 0.0 0.0 0.0
C 0.1 0.1 0.0
P 0.1 0.1 -0.1
C -0.1 0.0 0.0
C 0.0 0.0 0.0
H 0.0 0.0 0.0
H 0.1 0.0 0.0
H 0.0 0.0 0.0
H 0.0 0.0 0.0
H 0.0 0.0 0.0
H 0.0 0.0 0.0
H 0.0 0.0 0.0
H 0.0 0.0 0.0
H 0.0 0.0 0.0

---

Record 2
C34H46CsN4O2Si4 | ωB97M-V/def2-TZVPD

Highest occupied orbital energy (alpha / beta)   -0.171 / -0.105 hartree
Net charge   -1
ΔE to the lowest compared entry with this formula, charge and spin   0.0000 eV
Electronic energy   -2870.87716 hartree

CARTESIAN COORDINATES (ANGSTROEM)
Cs -0.042 -0.177 -0.203
O -3.996 -5.906 4.182
N -3.305 -5.117 4.875
O -3.177 -5.289 6.110
C -2.674 -4.018 4.295
C -1.952 -3.180 5.147
C -1.247 -2.072 4.666
C -0.491 -1.224 5.515
C 0.209 -0.175 4.983
C 0.158 0.033 3.598
N -0.548 -0.731 2.780
C -1.246 -1.754 3.282
C -2.043 -2.584 2.379
N -2.081 -2.211 1.087
C -2.786 -2.932 0.235
C -3.486 -4.072 0.606
C -3.470 -4.463 1.925
C -2.743 -3.715 2.873
H -1.934 -3.418 6.199
H -0.475 -1.427 6.579
H 0.796 0.485 5.610
H 0.714 0.853 3.148
H -2.795 -2.593 -0.795
H -4.042 -4.632 -0.134
H -4.005 -5.331 2.268
C 2.899 0.566 -3.221
Si 1.246 1.300 -3.811
C 1.273 3.050 -3.077
C 1.468 1.602 -5.676
C -0.206 0.309 -3.360
Si -0.276 -1.343 -4.127
C -1.228 -1.431 -5.773
C -1.093 -2.701 -3.080
C 1.420 -2.094 -4.535
Si -1.780 1.141 -3.144
C -2.580 1.876 -4.704
C -3.122 0.093 -2.319
C -1.752 2.658 -1.947
C -2.005 3.966 -2.365
C -1.999 5.011 -1.457
C -1.753 4.730 -0.122
C -1.535 3.408 0.228
N -1.535 2.403 -0.641
H 3.637 1.365 -3.104
H 3.310 -0.176 -3.906
H 2.780 0.081 -2.246
H 2.247 3.494 -3.305
H 1.145 3.070 -1.990
H 0.508 3.701 -3.506
H 2.361 2.197 -5.892
H 0.603 2.139 -6.074
H 1.549 0.664 -6.232
H -2.297 -1.253 -5.625
H -1.124 -2.415 -6.240
H -0.863 -0.678 -6.476
H -2.155 -2.518 -2.914
H -0.626 -2.845 -2.102
H -1.013 -3.655 -3.611
H 1.975 -1.534 -5.289
H 1.247 -3.098 -4.932
H 2.057 -2.191 -3.652
H -2.771 1.086 -5.433
H -1.903 2.590 -5.184
H -3.527 2.384 -4.500
H -3.408 -0.772 -2.921
H -4.015 0.711 -2.189
H -2.843 -0.267 -1.325
H -2.193 4.160 -3.413
H -2.184 6.027 -1.784
H -1.734 5.506 0.631
H -1.352 3.143 1.267
C 5.136 -1.296 -0.691
Si 4.062 -0.278 0.467
C 4.166 -0.848 2.257
C 4.405 1.550 0.331
C 3.821 2.447 1.233
C 4.017 3.814 1.121
C 4.805 4.319 0.095
C 5.393 3.449 -0.812
C 5.193 2.082 -0.695
H 6.193 -1.195 -0.419
H 5.014 -0.977 -1.725
H 4.875 -2.352 -0.627
H 5.201 -0.771 2.607
H 3.846 -1.884 2.367
H 3.545 -0.238 2.913
H 3.192 2.072 2.034
H 3.551 4.487 1.830
H 4.958 5.387 0.001
H 6.005 3.837 -1.617
H 5.652 1.419 -1.419

Forces on the atoms, in the same order (eV/Å):
Cs 0.2 -0.3 0.2
O 0.0 -0.1 0.0
N 0.0 0.1 0.1
O 0.0 0.0 0.0
C 0.0 0.0 0.0
C 0.0 0.0 0.0
C 0.0 0.0 0.0
C 0.0 0.0 0.0
C 0.0 0.0 0.0
C 0.1 0.0 0.1
N 0.0 0.1 0.0
C 0.0 0.0 0.1
C 0.0 0.0 0.0
N 0.1 0.0 0.0
C 0.0 0.0 0.0
C 0.0 0.0 0.0
C 0.0 0.0 0.0
C 0.0 0.0 0.0
H 0.0 0.0 0.0
H 0.0 0.0 0.0
H 0.0 0.0 0.0
H 0.0 0.0 0.0
H 0.0 0.0 0.0
H 0.0 0.0 0.0
H 0.0 0.0 0.0
C 0.0 0.0 0.0
Si -0.1 0.1 -0.1
C 0.0 0.0 0.0
C 0.0 0.0 0.1
C 0.1 -0.1 -0.3
Si 0.0 0.1 0.0
C 0.0 0.0 0.1
C 0.0 0.0 0.0
C -0.1 0.0 0.0
Si -0.2 0.2 -0.1
C 0.0 -0.1 0.1
C -0.1 0.1 0.0
C 0.0 0.0 -0.1
C 0.0 0.1 0.0
C 0.0 -0.1 0.0
C 0.0 0.0 0.0
C 0.0 0.1 0.1
N 0.0 0.0 -0.1
H 0.0 0.0 0.0
H 0.0 0.0 0.0
H 0.0 0.0 0.0
H 0.0 0.0 0.0
H 0.0 0.0 0.0
H 0.0 0.0 0.0
H 0.0 0.0 0.0
H 0.0 0.0 0.0
H 0.0 0.0 0.0
H 0.0 0.0 0.0
H 0.0 0.0 0.0
H 0.0 0.0 0.0
H 0.0 0.0 0.0
H 0.0 0.0 0.0
H 0.0 0.0 0.0
H 0.0 0.0 0.0
H 0.0 0.0 0.0
H 0.0 0.0 0.0
H 0.0 0.0 0.0
H 0.0 0.0 0.0
H 0.0 0.0 0.0
H 0.0 0.0 0.0
H 0.0 0.0 0.0
H 0.0 0.0 0.0
H 0.0 0.0 0.0
H 0.0 0.0 0.0
H 0.0 0.0 0.0
H 0.0 0.0 0.0
C 0.1 0.1 0.2
Si -0.1 -0.1 0.0
C 0.1 0.0 -0.1
C 0.0 0.0 0.0
C 0.0 0.0 0.0
C 0.0 0.0 0.0
C 0.0 0.0 0.0
C 0.0 0.0 0.0
C 0.0 0.0 0.0
H 0.0 0.0 0.0
H 0.0 0.0 0.0
H 0.0 0.0 0.0
H 0.0 0.0 0.0
H 0.0 0.0 0.0
H 0.0 0.0 0.0
H 0.0 0.0 0.0
H 0.0 0.0 0.0
H 0.0 0.0 0.0
H 0.0 0.0 0.0
H 0.0 0.0 0.0

---

- The highest electronic energy belongs to which entry?
  C34H46CsN4O2Si4

---

- The lowest net charge belongs to which entry?
  C34H46BrN9OPSbSe4Ti